{
  "formula": "C5H10O",
  "method": "ωB97M-V/def2-TZVPD",
  "e_lumo_ev": 1.0,
  "charge": 0,
  "de_lowest_kcal_mol": 27.7,
  "e_homo_ev": -10.042,
  "elements": ["O", "C", "C", "C", "C", "C", "H", "H", "H", "H", "H", "H", "H", "H", "H", "H"],
  "coordinates": [[-1.441, 0.296, -1.389], [0.814, 0.599, -0.454], [-0.609, 0.078, -0.248], [1.913, -0.099, 0.343], [-0.801, -1.274, 0.397], [-1.719, 1.036, -0.211], [1.988, -1.158, 0.072], [-1.853, -1.567, 0.337], [2.881, 0.368, 0.127], [-0.212, -2.042, -0.113], [0.836, 1.673, -0.239], [-2.649, 0.780, 0.296], [-1.503, 2.101, -0.285], [-0.496, -1.244, 1.448], [1.037, 0.499, -1.522], [1.742, -0.042, 1.423]],
  "forces_ev_per_a": [[-0.11, -0.09, -0.29], [0.02, 0.05, -0.04], [0.19, -0.07, 0.05], [0.01, -0.10, 0.06], [0.03, 0.00, -0.02], [-0.11, 0.20, 0.21], [0.02, 0.17, 0.07], [0.12, 0.09, 0.05], [-0.16, -0.09, 0.08], [-0.04, 0.09, 0.06], [-0.02, -0.11, -0.05], [0.13, 0.02, -0.06], [-0.03, -0.10, 0.06], [-0.03, -0.06, -0.12], [-0.06, -0.01, 0.09], [0.04, 0.03, -0.14]],
  "mulliken_charge": [-0.51, -0.41, 1.29, -1.22, -1.49, -0.80, 0.28, 0.44, 0.37, 0.30, 0.32, 0.26, 0.27, 0.30, 0.28, 0.31]
}

{
  "formula": "C5H10O",
  "method": "ωB97M-V/def2-TZVPD",
  "e_lumo_ev": 0.8,
  "charge": 0,
  "de_lowest_kcal_mol": 42.8,
  "e_homo_ev": -8.170,
  "elements": ["O", "C", "C", "C", "C", "C", "H", "H", "H", "H", "H", "H", "H", "H", "H", "H"],
  "coordinates": [[0.250, -1.534, 0.254], [2.466, 0.310, 0.217], [0.037, -0.288, -0.263], [-2.343, -0.022, 0.657], [1.192, 0.317, -0.624], [-1.378, 0.132, -0.531], [-2.154, 0.717, 1.443], [2.407, 1.162, 0.915], [-1.358, 1.173, -0.869], [-3.375, 0.119, 0.312], [3.354, 0.468, -0.398], [1.166, 1.031, -1.429], [2.645, -0.577, 0.837], [-2.269, -1.020, 1.098], [-1.748, -0.485, -1.355], [1.109, -1.502, -0.262]],
  "forces_ev_per_a": [[0.79, -0.04, -0.28], [0.09, -0.11, -0.18], [0.29, 0.71, -0.66], [0.09, -0.04, 0.02], [-0.49, 1.22, 0.26], [0.06, -0.05, -0.28], [0.08, -0.13, -0.13], [0.05, -0.24, -0.23], [-0.05, -0.19, -0.01], [0.24, -0.02, 0.06], [-0.04, -0.08, 0.01], [-0.17, 0.76, 0.24], [-0.18, 0.09, -0.22], [0.01, 0.13, -0.07], [-0.09, 0.02, -0.01], [-0.67, -2.03, 1.50]],
  "mulliken_charge": [-0.53, -1.00, 0.65, -1.11, -0.73, -0.31, 0.31, 0.23, 0.28, 0.32, 0.31, 0.31, 0.34, 0.31, 0.25, 0.37]
}

Number 1: gap between HOMO and LUMO 11.0629 eV, calculated total energy -271.70841 Eh. Number 2: gap between HOMO and LUMO 8.9850 eV, calculated total energy -271.68442 Eh.